The following is a quantum chemistry calculation of 9 unconnected molecules or ions with the total composition C39H86Cl5N5O13P in a non-equilibrium geometry, from the Open Molecules 2025 dataset.

Structure (XYZ):
```
149
Properties=species:S:1:pos:R:3:forces:R:3:lowdin_spin:R:1
H 2.53518 -5.21285 5.26614 0.265 -0.402 0.170 0.000
C -8.65298 0.03220 0.79709 -1.425 -2.474 0.862 0.023
C -9.76346 0.61671 1.67980 0.098 2.092 -1.356 -0.001
C 5.36489 -6.28280 -3.37394 -0.590 -0.282 0.681 0.001
H 1.48787 2.69883 3.82349 -0.257 -0.175 -0.171 0.000
H -8.79216 0.76648 -1.19520 -0.489 -0.054 -0.394 0.000
H -0.57426 -1.63433 1.74549 -0.070 -0.770 -0.025 0.000
H 1.32377 -0.35696 -7.57236 0.030 -0.016 0.189 0.000
C -8.50237 -1.35307 1.48645 1.104 -1.783 -1.180 0.011
H 0.87745 4.21673 0.69621 -0.169 0.010 0.033 0.000
O 2.96828 3.32647 2.41798 0.642 0.565 0.193 0.000
C 0.00886 3.67341 -2.51257 -1.825 0.792 -1.398 0.020
H -5.03902 -0.01743 -1.57125 0.104 -0.639 0.137 0.002
H -0.92115 3.11786 -2.37053 0.142 -0.167 0.276 0.002
H 0.83633 -2.73149 2.31380 -0.602 -0.266 -0.415 0.000
C -1.38564 0.22229 -1.22509 -1.191 -0.663 0.168 0.000
H 3.24452 -3.49640 0.02729 -0.152 0.004 -0.135 0.000
H -1.22180 0.50330 -2.26848 0.671 0.302 0.139 0.000
H 0.30065 0.64829 0.89336 -0.407 -0.102 0.050 0.000
H -0.01006 2.85984 0.07377 -0.261 0.101 -0.424 0.000
H -5.14315 -1.86116 0.71643 -0.025 0.064 -0.227 0.001
H -10.27192 -0.17945 -0.60901 -0.074 0.691 -0.150 0.003
C -1.40003 2.38321 4.27480 0.765 1.456 -0.022 0.000
H -0.21249 4.30159 -3.38600 0.127 -0.125 -0.167 0.000
H 0.79503 2.98951 -2.82322 0.233 0.042 0.538 0.002
O 4.11866 2.01473 0.91634 0.190 0.130 -1.220 0.000
O -1.88473 4.88610 -0.54120 0.443 -0.051 0.115 0.507
O 1.63065 -1.54057 5.28887 -1.460 -0.758 -0.437 0.000
H 2.43959 -0.32273 2.36073 -0.217 0.993 1.791 0.000
H 3.20957 -5.27426 -2.24361 -0.301 0.479 0.341 0.001
H 4.96568 -4.70987 0.93685 -0.059 -0.914 -0.012 0.002
H 0.11234 8.15871 -2.77110 -0.491 0.377 0.400 0.000
H -7.27420 -3.10404 1.57159 0.630 0.317 0.635 0.000
H 2.08660 5.78159 -0.82968 0.309 -0.628 0.156 0.000
C 7.63714 -5.59039 -2.67991 -0.428 0.823 1.050 0.015
H 0.29601 3.13795 2.54308 -0.129 -0.413 0.147 0.000
H -5.78174 -1.07915 2.11949 0.076 0.454 -0.082 0.000
H -6.53622 -0.99691 -1.67391 0.000 -0.089 0.209 0.000
Cl 4.28155 3.13009 1.83496 -1.029 -1.487 0.457 0.000
O 5.26511 2.71902 2.79065 -0.031 0.949 0.105 0.000
H -8.92942 -1.04138 -1.11391 0.653 0.227 -0.139 0.000
H 3.24191 -4.44260 2.50292 -0.629 -0.118 -0.684 0.000
H -1.92362 2.69137 3.36195 -0.159 -0.374 -0.163 0.000
O 3.77298 -1.93091 3.70385 -1.971 -0.364 -0.647 0.000
C -1.06801 6.70371 -1.71428 1.045 1.189 0.739 0.026
C 0.30699 4.58651 -1.32844 1.998 -2.031 -0.193 0.029
C 1.33666 6.49482 -2.66200 0.080 0.259 1.420 0.000
C -6.00408 -1.28933 1.06953 -0.350 -0.864 0.534 0.012
H 1.11013 4.35168 3.40670 -0.298 0.157 0.676 0.000
H 3.26916 -2.98314 -1.73786 -0.458 -0.247 0.198 0.000
C -6.13657 0.05678 0.27609 1.255 -1.892 1.678 0.019
C 3.92163 -5.56433 -1.45455 -1.122 -0.412 -2.288 0.002
C 0.63156 -0.06386 0.12578 0.066 0.577 -0.210 0.000
Cl -0.92882 -0.97543 -7.76030 0.021 -0.194 -0.257 0.000
H -10.67151 0.02663 1.56260 0.381 -0.694 0.557 0.000
H -2.50007 7.37646 -3.16211 0.259 0.151 -0.309 0.002
H 1.13584 6.13543 -3.67297 -0.599 0.140 0.052 0.000
N -7.36224 0.67860 0.81168 0.739 1.906 0.477 0.385
N -0.01476 0.55710 5.27812 -0.935 2.250 0.356 0.000
O -0.38238 3.35327 4.51578 -0.172 -0.156 0.119 0.000
H 1.58156 -2.02682 0.13729 -0.587 0.075 -0.390 0.000
H -4.67332 0.76812 1.82165 -0.125 -0.277 -0.003 0.000
H 0.66040 -1.17619 2.90707 0.209 0.306 -0.266 0.000
C 0.66523 3.36564 3.54986 0.393 -0.063 -0.439 0.000
H -0.49358 0.74718 6.15595 -0.058 -0.158 0.081 0.000
H -7.26768 -2.52654 0.02311 -0.897 0.355 -0.215 0.000
O -7.27334 1.88292 1.25551 -0.293 -0.300 -0.209 0.514
C -4.81842 0.73534 0.74545 -1.003 1.608 -0.840 -0.001
C -1.80357 7.67379 -0.76668 -1.296 -0.420 -0.631 0.005
H 3.84493 -7.46324 -2.52160 0.041 -0.383 0.649 0.000
P 2.91874 -0.96561 4.62675 2.860 1.542 1.051 0.000
H 2.22669 7.12063 -2.76743 0.179 -0.190 0.039 0.000
H -2.67754 0.08061 3.15905 0.330 0.471 -0.225 0.000
H 8.30975 -4.76905 -2.42968 0.074 -0.024 -0.078 0.002
C 5.62890 -4.75834 0.07713 0.962 2.027 -0.943 0.017
H -2.26412 -0.43322 -1.28094 -0.175 0.151 -0.058 0.000
O 6.22780 -2.91763 -2.29034 -0.211 -0.293 -0.545 0.538
H 6.21016 -5.64905 -0.14250 -0.263 -0.313 0.721 0.000
C -1.84592 6.51481 -3.02383 -0.642 -0.618 0.604 0.017
C 1.30199 -1.22882 0.82328 2.322 -0.131 0.983 0.000
C -1.94983 -0.08303 3.95810 -1.186 -1.101 -0.023 0.000
H 0.63576 7.89682 -1.10644 0.276 -0.243 0.037 0.001
H -3.99987 0.24732 0.22324 0.066 -0.186 0.316 0.000
N 5.58988 -4.03591 -2.39870 1.597 0.727 1.246 0.362
H -1.52263 -1.06448 3.74590 0.312 0.158 -0.011 0.000
H 4.39698 -2.29988 -0.64737 -0.010 -0.058 0.404 -0.001
H -2.52406 5.66367 -2.92768 0.036 -0.051 0.075 0.002
Cl 1.51592 -6.17528 2.80241 -0.590 -0.203 -0.891 0.000
H -2.59385 -0.27731 4.82342 0.245 0.457 0.357 0.000
C -7.26611 -2.14050 1.05457 0.551 -0.207 -1.447 0.001
H 6.33254 -3.95064 0.30604 0.226 -0.097 -0.135 0.002
O 4.64813 4.35296 1.15694 0.421 -0.037 -0.311 0.000
H 1.68775 3.17282 -0.31859 -0.075 -0.050 -0.652 0.000
H 0.72340 -0.50713 -5.28072 -0.322 0.009 0.208 0.000
H -2.06440 2.59340 5.11606 -0.285 -0.758 0.051 0.000
C 0.48185 -1.75437 1.99238 0.043 0.470 0.238 0.000
O -0.42878 -0.61163 -0.64169 0.402 -0.213 0.222 0.000
H -2.85284 7.37469 -0.69735 -0.022 -0.006 0.016 0.000
H 3.31019 -5.89671 -0.61669 0.288 0.347 0.343 0.000
H -1.45754 7.72347 0.26325 0.535 -0.097 -0.186 0.000
H -1.21454 6.32313 -3.88925 0.081 0.244 0.016 0.000
C 3.26840 -5.11287 4.46596 -0.863 0.856 0.615 0.000
H 1.81299 -3.93562 3.48897 0.209 0.113 -0.104 0.000
C 2.47894 -4.74953 3.21594 1.336 0.045 1.282 0.000
H 7.42179 -6.13507 -1.75957 0.344 -0.166 -0.013 0.000
H 1.28656 0.54259 -0.50947 0.342 -0.319 -0.099 0.000
H 4.60004 -6.08787 -4.13107 0.197 0.201 -0.199 0.001
H 0.29046 1.05240 -7.80230 -0.201 -0.182 -0.234 0.000
H -6.48600 0.76488 -1.76235 -0.449 -0.024 0.245 0.000
H 5.28601 -7.12918 -1.38381 -0.166 -0.950 -0.283 0.000
H 5.69317 -3.81882 -4.95539 -0.262 -0.176 0.267 0.000
C -6.07636 -0.10844 -1.24623 0.067 0.923 -0.432 0.013
C 1.60738 5.32659 -1.69575 -0.739 1.430 -1.177 0.001
C 4.83060 -4.35564 -1.18235 -2.167 -1.515 1.323 0.025
C 0.70253 3.63159 -0.21509 0.157 0.691 2.085 0.004
H 3.30110 -1.48880 1.85883 -0.116 -0.400 0.199 0.000
C 6.30008 -5.05391 -3.19838 -1.373 -1.339 -1.698 0.026
H -1.79328 8.65342 -1.24796 0.103 0.117 0.219 0.000
N 2.64987 -0.80040 1.41905 -0.861 0.792 -0.647 0.000
C 6.48295 -4.49089 -4.62168 0.766 0.559 0.248 0.004
H -4.82386 1.77903 0.41987 0.138 0.021 -0.042 -0.001
C -9.18555 -0.08611 -0.64995 -0.019 -0.801 0.646 0.018
O 2.41497 0.27746 3.76952 -1.061 -0.568 -1.286 0.000
H -0.20012 0.87080 3.28303 0.016 0.370 -0.054 0.000
H 3.13208 -0.00774 0.99104 0.214 -0.234 -0.509 0.000
H -8.45853 -1.33250 2.57662 -0.113 0.655 0.010 0.000
H 6.57413 -5.30293 -5.34382 0.084 -0.060 0.074 0.000
H 2.20699 4.64814 -2.29829 0.508 -0.338 0.915 0.000
N -0.81683 5.45674 -0.96192 -0.561 -0.350 -0.753 0.384
Cl 4.18804 -6.64064 4.30802 0.227 0.142 0.067 0.000
O 3.87367 -0.42291 5.68106 -0.494 -0.253 0.387 0.000
C 0.38800 0.10690 -7.26855 -0.118 0.837 -0.540 0.000
H 0.98530 1.20087 -5.47296 0.151 0.049 -0.457 0.000
H 0.81088 1.16570 5.27085 0.550 -0.411 -0.249 0.000
C 0.27003 7.39449 -2.00191 0.283 -0.227 -1.828 0.001
C -0.88737 0.96689 4.12649 0.487 -0.974 0.226 0.000
C 4.57805 -6.76062 -2.13208 1.534 1.292 0.350 0.000
H 5.96479 -7.13605 -3.69719 0.070 0.152 -0.361 0.000
H -9.42585 0.80984 2.69309 -0.249 -0.140 0.079 0.000
C 0.35484 0.37703 -5.80156 0.302 -0.499 1.289 0.000
H -9.27553 -2.08703 1.23706 -0.752 0.740 0.000 0.001
H -1.70274 1.07369 -0.61485 0.433 0.184 0.018 0.000
Cl -1.26292 0.78144 -5.15058 0.133 0.018 -0.188 0.000
H 7.39884 -3.89601 -4.63763 0.020 -0.009 -0.175 0.000
C 3.84001 -3.21839 -0.83763 1.499 0.528 -0.843 0.003
H 0.37807 -0.41172 5.29089 1.536 -1.580 -0.414 0.000
H 3.91820 -4.28207 4.74304 0.179 -0.035 -0.301 0.000
H 8.10509 -6.26241 -3.39601 -0.106 0.076 -0.126 0.002
H -10.13022 1.54529 1.22390 0.427 0.396 0.362 0.000
```
Forces are in eV/Å.

Values from the calculation:
Net charge   -2
Orbital gap (alpha / beta)   3.41 / 3.41 eV
Spin multiplicity   4
⟨S²⟩   3.763
Lowest unoccupied orbital energy (alpha / beta)   2.9360 / 2.9326 eV